Record 1
62
Properties=species:S:1:pos:R:3 method="wB97M-V/def2-TZVPD" homo_lumo_gap_ev="7.00 / 7.80" total_charge=+1 multiplicity=4
V 0.5543 0.7159 -0.2567
C -1.0397 3.7723 -0.7181
O -1.0480 2.2994 -0.4129
Si -1.8285 1.1141 -1.3871
C -3.6783 1.3493 -0.9497
C -1.5497 1.6403 -3.1205
C -0.9619 -0.4691 -0.8751
Si -1.9488 -1.4829 0.3269
C -1.2970 -3.1928 0.6778
C -3.7141 -1.9674 -0.2737
C -2.1971 -0.4681 1.9030
Si -0.0487 -1.4099 -2.2863
C 0.4233 -3.2063 -1.8790
C 1.4809 -0.2444 -2.5472
C -0.8483 -1.5623 -4.0358
H -2.0310 4.0186 -1.2069
H -0.1610 3.9560 -1.3211
H -0.9382 4.3368 0.2233
H -3.9614 2.4261 -1.1596
H -3.8887 1.2351 0.1409
H -4.3157 0.6995 -1.5799
H -1.6914 2.7320 -3.1267
H -2.2314 1.1797 -3.8120
H -0.5016 1.4350 -3.4095
H -0.2049 -3.2980 0.6123
H -1.7536 -3.8904 -0.0912
H -1.6789 -3.5636 1.6312
H -3.5944 -2.2046 -1.3494
H -4.3585 -1.0898 -0.0762
H -4.0835 -2.8511 0.2975
H -1.2492 -0.1778 2.3623
H -2.8141 -0.9392 2.6612
H -2.6402 0.4861 1.7277
H 1.1726 -3.1888 -1.0756
H 0.8906 -3.6885 -2.7768
H -0.4039 -3.7949 -1.5472
H 2.4200 -0.7183 -2.2131
H 1.4242 0.7358 -1.9975
H 1.5931 0.0574 -3.6300
H -1.3013 -0.5795 -4.3023
H -1.6094 -2.3016 -3.9121
H -0.0783 -1.7878 -4.7946
C 2.7291 -1.8952 3.1453
N 2.7387 -0.4366 3.3245
C 3.7760 0.0452 4.2458
C 2.1638 0.2985 2.3044
N 1.2854 -0.1230 1.3975
N 2.5596 1.6258 2.2467
C 2.3649 2.5841 1.2776
N 2.9034 3.7823 1.5578
N 1.8359 2.3121 0.1060
H 2.9019 -2.3422 4.1340
H 3.5810 -2.2811 2.5536
H 1.7622 -2.2827 2.7580
H 4.8011 -0.4131 4.0816
H 3.5190 -0.3739 5.2294
H 3.8737 1.1169 4.2738
H 1.1464 -1.0953 1.3214
H 3.2688 1.8712 2.9237
H 3.3710 3.9362 2.4608
H 3.1412 4.4297 0.7889
H 1.9690 3.1289 -0.5714

Record 2
67
Properties=species:S:1:pos:R:3 method="wB97M-V/def2-TZVPD" homo_lumo_gap_ev=7.72 total_charge=0
C -0.7042 3.1310 1.0894
C -1.3937 1.6173 1.2640
I -2.8959 1.4517 -0.3192
C -0.1455 0.5339 1.1399
I 1.3305 1.1951 2.6777
P -0.6672 -1.2928 1.3325
C 0.8728 -2.4426 1.6403
C 1.3798 -2.4466 3.1975
C 2.9873 -2.2106 3.4116
O 3.6470 -1.4094 2.3672
P -1.4093 -1.9971 -0.6442
N -3.0081 -2.2659 -0.6713
H -1.4474 3.7561 0.3955
H 0.3017 3.0536 0.4583
H -0.5525 3.6744 2.1273
H -1.9298 1.6037 2.3088
H 0.3965 0.7059 0.1100
H 0.4627 -3.5421 1.4209
H 1.7039 -2.2462 0.8409
H 0.7673 -1.6669 3.8324
H 1.1259 -3.5121 3.6724
H 3.5515 -3.2376 3.6404
H 3.0980 -1.5836 4.4220
H 3.9191 -0.5034 2.6980
H -1.1077 -0.9327 -1.5930
H -0.6742 -3.2096 -1.0577
H -3.3994 -1.5894 -1.3951
C -4.1526 2.9870 -3.9428
S -2.4311 2.5140 -4.2354
O -1.5675 3.4240 -3.4137
C -2.3646 3.1000 -5.9459
H -4.4074 2.7462 -2.9081
H -4.2790 4.0599 -4.1061
H -4.8052 2.4254 -4.6149
H -2.6006 4.1660 -5.9860
H -3.0748 2.5348 -6.5534
H -1.3540 2.9388 -6.3286
C 3.5255 4.8565 1.7016
S 3.5604 5.0207 3.5030
O 2.1406 4.9982 3.9854
C 4.1137 6.7433 3.5227
H 3.1670 3.8554 1.4515
H 2.8510 5.6004 1.2708
H 4.5339 4.9884 1.3030
H 3.4029 7.3712 2.9803
H 5.1030 6.8143 3.0654
H 4.1714 7.0770 4.5614
C -5.4549 -0.8463 -7.5306
S -5.6624 0.2701 -6.1222
O -4.3922 0.2320 -5.3257
C -6.8791 -0.7493 -5.2536
H -4.6999 -0.4254 -8.1986
H -5.1244 -1.8285 -7.1843
H -6.4017 -0.9367 -8.0679
H -6.4608 -1.7372 -5.0470
H -7.7798 -0.8427 -5.8643
H -7.1318 -0.2593 -4.3104
C 6.0587 -6.0066 4.4377
S 4.3493 -5.9167 3.8522
O 3.6655 -4.8267 4.6226
C 3.8252 -7.4957 4.5633
H 6.5766 -5.0927 4.1378
H 6.0775 -6.0921 5.5268
H 6.5554 -6.8676 3.9848
H 3.9809 -7.4896 5.6446
H 4.3938 -8.3087 4.1064
H 2.7625 -7.6354 4.3518

Record 3
65
Properties=species:S:1:pos:R:3 method="wB97M-V/def2-TZVPD" homo_lumo_gap_ev=8.88 total_charge=-1 e_above_lowest_kcal_mol=15.4
Br 4.1586 -13.9988 -27.0486
C 5.6805 -12.7752 -21.9865
C 4.8727 -11.8448 -22.8930
C 5.8068 -10.9439 -23.6722
O 4.0956 -12.6252 -23.8063
H 5.9263 -12.3010 -21.0280
H 6.6480 -13.0369 -22.4282
H 5.1504 -13.6994 -21.7617
H 4.1380 -11.3116 -22.2884
H 6.3553 -11.5539 -24.3962
H 6.5892 -10.4977 -23.0491
H 5.2953 -10.1441 -24.2085
H 4.6403 -12.7946 -24.5878
C 6.4271 -15.6613 -24.3931
C 6.1237 -17.0533 -24.9284
C 6.2854 -18.1046 -23.8574
O 4.7808 -17.1497 -25.3797
H 7.5107 -15.5647 -24.2179
H 6.0517 -15.4895 -23.3808
H 6.1038 -14.8934 -25.0942
H 6.8074 -17.2757 -25.7611
H 6.1997 -19.1280 -24.2179
H 5.4890 -17.9657 -23.1157
H 7.1925 -17.9572 -23.2646
H 4.5496 -16.3547 -25.8816
C 7.7293 -11.5207 -27.0281
C 8.6817 -11.9251 -25.9290
O 9.8612 -12.5006 -26.4382
O 7.4606 -12.6249 -27.8749
H 8.1784 -10.7509 -27.6647
H 6.8141 -11.0839 -26.6169
H 8.1787 -12.6124 -25.2301
H 8.9254 -11.0476 -25.3188
H 9.5833 -13.0169 -27.2061
H 6.6266 -13.0303 -27.6018
C 1.0916 -13.6979 -30.3536
C 1.3641 -12.3952 -31.0716
O 2.6394 -11.8631 -30.7717
O 1.1156 -13.5581 -28.9545
H 1.8696 -14.4309 -30.6357
H 0.1650 -14.1424 -30.7281
H 0.5921 -11.6714 -30.8017
H 1.2399 -12.5439 -32.1562
H 3.2951 -12.5095 -31.0558
H 2.0567 -13.4704 -28.7526
C 6.9664 -16.1392 -29.1035
C 5.7095 -16.9607 -28.9984
O 4.5784 -16.3215 -29.5365
O 7.4175 -16.1078 -30.4587
H 7.7389 -16.5594 -28.4372
H 6.8195 -15.1214 -28.7308
H 5.5585 -17.2259 -27.9431
H 5.8901 -17.9219 -29.4924
H 4.1704 -15.8278 -28.8096
H 7.8357 -15.2576 -30.6140
C 0.8279 -10.0912 -27.2833
C 1.6055 -10.6755 -26.1113
O 1.5302 -12.0784 -26.0463
O -0.5785 -10.3037 -27.2174
H 1.1642 -10.5838 -28.2001
H 1.0365 -9.0187 -27.4015
H 1.1999 -10.2809 -25.1708
H 2.6323 -10.2953 -26.2155
H 2.3014 -12.4123 -26.5270
H -0.9432 -9.6234 -26.6457